(1)
Below is a cluster of 2 separate species, CH2O3PS in total at a distorted geometry, with properties calculated with ωB97M-V/def2-TZVPD.

Structure (XYZ):
```
8
Properties=species:S:1:pos:R:3:lowdin_charge:R:1
C -0.883 0.436 0.339 -0.747
O -0.667 0.036 1.542 0.045
O -1.953 0.397 -0.263 -0.023
O 1.488 1.281 0.970 -0.579
P 0.662 1.450 -0.305 0.938
S 1.239 -1.994 -1.969 -0.330
H 0.241 0.095 1.907 0.097
H -0.128 -1.700 -2.222 -0.401
```

Output
HOMO-LUMO gap   5.46 eV
Charge   -1
2S+1   1
ΔE to the lowest compared entry with this formula, charge and spin   50.6 kcal per mole
Electronic energy   -1004.60782 hartree

---

(2)
Below is a structure of composition CH2O3Rh at a distorted geometry, with properties calculated with ωB97M-V/def2-TZVPD.

Structure (XYZ):
```
7
Properties=species:S:1:pos:R:3:lowdin_charge:R:1
O 2.462 1.091 -0.054 -0.113
C 1.803 -0.030 -0.021 -0.161
O 2.574 -1.077 -0.047 -0.117
Rh 4.110 0.089 -0.092 1.385
H -0.383 -0.131 0.048 0.074
O -1.489 -0.148 0.095 -0.097
H -1.753 -1.047 -0.117 0.028
```

Output
HOMO-LUMO gap (alpha / beta)   7.86 / 5.80 eV
Charge   +1
2S+1   5
Electronic energy   -375.04013 hartree

---

(3)
Below is an isolated molecule of CH2O3S at a distorted geometry, with properties calculated with ωB97M-V/def2-TZVPD.

Structure (XYZ):
```
7
Properties=species:S:1:pos:R:3:lowdin_charge:R:1
C -0.007 -0.080 0.101 -0.611
O 1.166 -0.684 0.026 0.174
O 0.055 1.162 0.223 -0.515
O -1.074 -0.833 -0.048 0.190
S -1.205 2.209 0.023 0.444
H 1.880 -0.030 -0.066 0.160
H -0.815 -1.743 -0.259 0.157
```

Output
HOMO-LUMO gap   7.31 eV
Charge   0
2S+1   1
ΔE to the lowest compared entry with this formula, charge and spin   22.3 kcal per mole
Electronic energy   -663.13740 hartree

---

(4)
Below is a structure of composition CH2O3Sn at a distorted geometry, with properties calculated with ωB97M-V/def2-TZVPD.

Structure (XYZ):
```
7
Properties=species:S:1:pos:R:3:lowdin_charge:R:1
H -1.103 1.622 -0.138 0.229
O -0.540 -1.272 -0.362 0.187
C -0.489 -0.065 0.130 -0.617
O -1.534 0.685 -0.042 0.238
O 0.602 0.535 0.093 -0.355
Sn 2.423 -0.077 -0.041 1.166
H -0.138 -1.925 0.231 0.153
```

Output
HOMO-LUMO gap (alpha / beta)   5.68 / 10.64 eV
Charge   +1
2S+1   2
Electronic energy   -478.99725 hartree

---

(5)
Below is the ion CH2O4P with charge -1 at a distorted geometry, with properties calculated with ωB97M-V/def2-TZVPD.

Structure (XYZ):
```
8
Properties=species:S:1:pos:R:3:lowdin_charge:R:1
C 0.893 -0.506 0.559 -0.301
O -2.000 0.423 0.335 -0.349
O -0.930 -0.308 -1.829 -0.336
O 0.140 1.494 -0.447 -0.303
O 1.163 -0.100 1.633 0.011
P -0.804 0.366 -0.537 0.059
H -0.135 -1.032 0.506 0.103
H 1.672 -0.337 -0.220 0.115
```

Output
HOMO-LUMO gap   8.66 eV
Charge   -1
2S+1   1
ΔE to the lowest compared entry with this formula, charge and spin   46.6 kcal per mole
Electronic energy   -681.69996 hartree

---

(6)
Below is an isolated molecule of CH2O4S at a distorted geometry, with properties calculated with ωB97M-V/def2-TZVPD.

Structure (XYZ):
```
8
Properties=species:S:1:pos:R:3:lowdin_charge:R:1
C -0.239 1.384 0.418 -0.215
O 0.205 -1.916 -1.076 -0.247
O 0.820 -0.548 1.012 -0.426
O -1.178 0.138 -0.171 -0.354
O 0.433 1.998 -0.312 0.157
S -0.294 -1.175 0.334 0.927
H -0.613 1.660 1.382 0.136
H 0.866 -1.541 -1.587 0.022
```

Output
HOMO-LUMO gap   11.19 eV
Charge   0
2S+1   1
ΔE to the lowest compared entry with this formula, charge and spin   34.6 kcal per mole
Electronic energy   -738.39450 hartree

---

(7)
Below is a cluster of 2 separate species, CH2O4S2 in total at a distorted geometry, with properties calculated with ωB97M-V/def2-TZVPD.

Structure (XYZ):
```
9
Properties=species:S:1:pos:R:3:lowdin_charge:R:1
C -0.194 -0.595 0.074 -0.332
O -1.990 -0.383 1.878 -0.628
O 2.249 1.816 0.700 -0.694
O -2.805 -0.297 -0.590 -0.650
O 2.669 1.033 -1.661 -0.714
S -1.889 -0.937 0.488 0.512
S 1.609 1.508 -0.648 0.601
H -0.054 -0.982 -0.920 -0.036
H 0.404 -1.163 0.678 -0.060
```

Output
HOMO-LUMO gap (alpha / beta)   5.07 / 5.71 eV
Charge   -2
2S+1   1
ΔE to the lowest compared entry with this formula, charge and spin   30.9 kcal per mole
Electronic energy   -1136.53261 hartree

---

(8)
Below is a structure of composition CH2OS2 at a distorted geometry, with properties calculated with ωB97M-V/def2-TZVPD.

Structure (XYZ):
```
6
Properties=species:S:1:pos:R:3:lowdin_charge:R:1
C 0.999 0.282 -0.183 -0.223
O -0.769 -1.567 0.133 -0.556
S -2.901 0.916 0.179 0.091
S -0.493 -0.190 0.499 0.628
H 1.687 1.131 0.028 0.040
H 1.477 -0.571 -0.656 0.019
```

Output
HOMO-LUMO gap (alpha / beta)   7.02 / 7.08 eV
Charge   0
2S+1   1
ΔE to the lowest compared entry with this formula, charge and spin   112.2 kcal per mole
Electronic energy   -910.73680 hartree

---

(9)
Below is an isolated molecule of CH2OS2 at a distorted geometry, with properties calculated with ωB97M-V/def2-TZVPD.

Structure (XYZ):
```
6
Properties=species:S:1:pos:R:3:lowdin_charge:R:1
O -0.839 0.092 -1.160 -0.108
C 0.040 0.013 -0.082 -1.266
S 1.520 -0.744 -0.254 0.592
S -0.640 0.678 1.349 0.824
H -0.462 -0.304 -1.940 0.075
H 0.381 0.266 2.087 -0.118
```

Output
HOMO-LUMO gap   9.15 eV
Charge   0
2S+1   1
ΔE to the lowest compared entry with this formula, charge and spin   7.6 kcal per mole
Electronic energy   -910.90348 hartree

---

(10)
Below is a structure of composition CH2S3 at a distorted geometry, with properties calculated with ωB97M-V/def2-TZVPD.

Structure (XYZ):
```
6
Properties=species:S:1:pos:R:3:lowdin_charge:R:1
C -0.024 0.023 -0.189 -1.614
H 0.867 2.216 -0.186 -0.118
H -0.664 -2.271 0.392 -0.113
S 0.019 1.582 0.621 0.676
S -0.737 -1.082 1.042 0.631
S 0.540 -0.468 -1.680 0.538
```

Output
HOMO-LUMO gap   8.44 eV
Charge   0
2S+1   1
ΔE to the lowest compared entry with this formula, charge and spin   9.7 kcal per mole
Electronic energy   -1233.83703 hartree

---

(11)
Below is a cluster of 14 separate species, CH30NO13 in total at a distorted geometry, with properties calculated with ωB97M-V/def2-TZVPD.

Structure (XYZ):
```
45
Properties=species:S:1:pos:R:3:lowdin_charge:R:1
C 0.304 2.497 1.577 0.107
N 1.264 2.490 0.752 0.173
H 0.277 3.187 2.407 0.130
H -0.498 1.807 1.407 0.070
H 1.346 1.984 -0.136 0.086
H 2.105 2.950 1.093 0.146
H -2.918 1.785 0.612 0.050
H -3.298 0.392 0.045 0.015
O -2.798 1.187 -0.134 -0.026
H 1.431 0.256 3.451 0.095
H 0.985 -0.151 2.041 0.032
O 0.696 0.326 2.830 -0.037
H 0.346 -3.052 -1.526 0.006
H -1.024 -3.711 -1.242 0.000
O -0.345 -3.601 -1.906 -0.049
H -1.609 1.306 -3.452 0.057
H -0.393 1.138 -4.442 0.050
O -0.937 0.700 -3.780 -0.044
H 1.303 3.516 -3.019 0.054
H 1.683 2.187 -2.549 -0.006
O 1.826 3.115 -2.312 -0.047
H -0.745 0.636 -0.985 0.028
H 0.391 0.622 -2.104 -0.001
O 0.148 0.918 -1.210 -0.076
H -3.047 -3.230 1.204 0.024
H -2.051 -4.325 0.661 0.046
O -2.141 -3.558 1.230 -0.049
H 3.188 0.123 1.159 -0.002
H 4.046 0.618 0.001 0.049
O 3.496 0.948 0.718 -0.067
H -2.832 -1.133 2.125 0.018
H -3.849 -0.547 1.264 0.011
O -3.647 -1.392 1.667 -0.048
H -1.143 0.311 3.118 0.016
H -2.681 0.390 3.604 0.076
O -2.065 0.471 2.869 -0.059
H 1.722 -1.791 1.026 0.022
H 3.243 -1.996 0.998 0.079
O 2.556 -1.504 1.462 -0.065
H 2.703 0.067 -3.577 0.072
H 1.513 -0.814 -3.830 0.074
O 1.807 -0.098 -3.252 -0.044
H -0.770 -2.014 0.386 0.055
H 0.240 -1.112 -0.406 0.039
O 0.172 -1.899 0.155 -0.056
```

Output
HOMO-LUMO gap   10.12 eV
Charge   +1
2S+1   1
ΔE to the lowest compared entry with this formula, charge and spin   23.1 kcal per mole
Electronic energy   -1088.73206 hartree

---

(12)
Below is a structure of composition CH3BBr2O2 at a distorted geometry, with properties calculated with ωB97M-V/def2-TZVPD.

Structure (XYZ):
```
9
Properties=species:S:1:pos:R:3:lowdin_charge:R:1
B -0.429 -0.028 0.165 -1.033
C -1.851 -0.021 -0.520 -1.013
O -0.340 0.726 1.256 0.142
O 0.521 -0.699 -0.390 0.237
Br -2.772 -1.612 0.143 0.659
Br -2.894 1.516 -0.116 0.693
H -1.963 -0.015 -1.635 0.043
H 0.588 0.680 1.604 0.144
H 1.437 -0.708 -0.112 0.128
```

Output
HOMO-LUMO gap   9.85 eV
Charge   0
2S+1   1
ΔE to the lowest compared entry with this formula, charge and spin   2.7 kcal per mole
Electronic energy   -5363.35933 hartree

---

(13)
Below is a cluster of 2 separate species, CH3BF2O2 in total at a distorted geometry, with properties calculated with ωB97M-V/def2-TZVPD.

Structure (XYZ):
```
9
Properties=species:S:1:pos:R:3:lowdin_charge:R:1
B 0.425 0.026 0.133 -0.566
C -1.047 -0.017 -0.359 -0.267
O 0.816 1.345 0.389 0.146
O 1.024 -1.210 0.310 0.175
F -1.790 -1.088 -0.041 0.043
F -1.818 1.140 -0.180 0.013
H -1.048 -0.239 -1.894 0.224
H 1.564 1.537 0.993 0.122
H 1.873 -1.495 0.651 0.110
```

Output
HOMO-LUMO gap   10.38 eV
Charge   0
2S+1   1
ΔE to the lowest compared entry with this formula, charge and spin   44.7 kcal per mole
Electronic energy   -414.99546 hartree

---

(14)
Below is an isolated molecule of CH3Br2P at a distorted geometry, with properties calculated with ωB97M-V/def2-TZVPD.

Structure (XYZ):
```
7
Properties=species:S:1:pos:R:3:lowdin_charge:R:1
Br 2.408 -0.009 -0.429 0.517
C 0.491 0.305 -0.461 -0.980
P -0.350 -0.138 1.204 0.331
Br -2.359 0.330 0.594 0.197
H 0.486 1.345 -0.614 -0.041
H 0.019 -0.274 -1.417 0.078
H -0.695 -1.559 1.124 -0.101
```

Output
HOMO-LUMO gap   9.95 eV
Charge   0
2S+1   1
ΔE to the lowest compared entry with this formula, charge and spin   37.1 kcal per mole
Electronic energy   -5529.27051 hartree

---

(15)
Below is an isolated molecule of CH3Br2P, with properties calculated with ωB97M-V/def2-TZVPD.

Structure (XYZ):
```
7
Properties=species:S:1:pos:R:3:lowdin_charge:R:1
C 0.467 0.130 -0.665 -0.481
P 0.192 0.137 1.164 0.062
Br -1.714 1.279 1.188 0.170
Br -0.549 -1.948 1.376 0.170
H 1.316 -0.518 -0.883 0.028
H 0.704 1.146 -0.981 0.028
H -0.415 -0.226 -1.200 0.024
```

Output
HOMO-LUMO gap   9.80 eV
Charge   0
2S+1   1
ΔE to the lowest compared entry with this formula, charge and spin   0.0 kcal per mole
Electronic energy   -5529.32963 hartree

---

(16)
Below is a cluster of 2 separate species, CH3BrFO2P in total at a distorted geometry, with properties calculated with ωB97M-V/def2-TZVPD.

Structure (XYZ):
```
9
Properties=species:S:1:pos:R:3:lowdin_charge:R:1
C 1.188 -0.219 0.035 -0.063
O -2.241 0.589 -1.813 -0.353
O 0.063 0.106 -0.844 -0.413
F 0.420 1.360 2.143 -0.174
P -1.535 0.329 -0.581 0.400
Br -2.137 -1.458 0.638 0.344
H 0.982 -1.227 0.365 0.069
H 1.235 0.676 0.759 0.079
H 2.026 -0.156 -0.702 0.113
```

Output
HOMO-LUMO gap (alpha / beta)   8.95 / 4.98 eV
Charge   0
2S+1   1
ΔE to the lowest compared entry with this formula, charge and spin   133.2 kcal per mole
Electronic energy   -3205.50951 hartree

---

(17)
Below is a cluster of 2 separate species, CH3BrN4 in total at a distorted geometry, with properties calculated with ωB97M-V/def2-TZVPD.

Structure (XYZ):
```
9
Properties=species:S:1:pos:R:3:lowdin_charge:R:1
C 0.204 2.199 -0.189 -0.222
N 0.297 -2.307 2.201 0.180
N 0.038 -2.357 1.118 -0.330
N -0.261 -2.688 0.015 0.105
N 0.344 1.029 -0.625 -0.462
Br -0.410 0.740 -2.335 0.557
H 0.690 2.358 0.898 0.123
H -0.116 3.093 -0.565 0.024
H -0.786 -2.068 -0.519 0.025
```

Output
HOMO-LUMO gap   10.17 eV
Charge   0
2S+1   1
ΔE to the lowest compared entry with this formula, charge and spin   10.1 kcal per mole
Electronic energy   -2832.80790 hartree

---

(18)
Below is a cluster of 2 separate species, CH3BrNO2 in total at a distorted geometry, with properties calculated with ωB97M-V/def2-TZVPD.

Structure (XYZ):
```
8
Properties=species:S:1:pos:R:3:lowdin_charge:R:1
C -0.950 0.404 -0.010 -0.320
N 1.285 -0.997 -0.461 -0.234
O 0.719 -1.566 0.385 -0.133
O 0.059 0.396 -0.972 -0.383
Br 2.817 0.551 0.296 -0.118
H -2.059 0.374 -0.505 0.086
H -0.809 1.334 0.648 0.071
H -1.062 -0.497 0.619 0.031
```

Output
HOMO-LUMO gap (alpha / beta)   8.16 / 8.16 eV
Charge   -1
2S+1   1
ΔE to the lowest compared entry with this formula, charge and spin   43.2 kcal per mole
Electronic energy   -2819.08469 hartree

---

(19)
Below is the ion CH3BrNO2S with charge -1 at a distorted geometry, with properties calculated with ωB97M-V/def2-TZVPD.

Structure (XYZ):
```
9
Properties=species:S:1:pos:R:3:lowdin_charge:R:1
N 1.038 -0.759 0.857 -0.154
C 0.783 -0.469 -0.438 -0.465
S -0.819 0.546 -0.594 0.245
O -1.580 0.400 -1.859 -0.497
O -1.605 0.592 0.655 -0.516
Br -0.191 2.675 -0.671 0.233
H 0.538 -1.375 1.489 0.062
H 1.651 -0.245 1.477 0.056
H 0.186 -1.365 -0.914 0.036
```

Output
HOMO-LUMO gap   6.91 eV
Charge   -1
2S+1   1
ΔE to the lowest compared entry with this formula, charge and spin   44.0 kcal per mole
Electronic energy   -3217.31913 hartree

---

(20)
Below is an isolated molecule of CH3BrO at a distorted geometry, with properties calculated with ωB97M-V/def2-TZVPD.

Structure (XYZ):
```
6
Properties=species:S:1:pos:R:3:lowdin_charge:R:1
C -0.522 -0.065 0.113 -0.288
O 0.484 -0.812 -0.359 -0.361
Br 2.363 0.453 -0.320 0.436
H -1.362 -0.623 -0.198 0.088
H -0.505 0.878 -0.364 0.057
H -0.459 0.168 1.129 0.069
```

Output
HOMO-LUMO gap (alpha / beta)   10.68 / 6.27 eV
Charge   0
2S+1   3
ΔE to the lowest compared entry with this formula, charge and spin   0.1 kcal per mole
Electronic energy   -2689.00133 hartree